No. 1
2 unconnected molecules or ions with the total composition C3H9NO2S in a non-equilibrium geometry, computed with ωB97M-V with the def2-TZVPD basis set.

Atoms and positions in Å:
O1 0.454 -0.738 -2.437
H1 0.272 -1.651 1.022
H2 -0.564 0.226 2.028
H3 -1.803 -0.630 -1.141
C1 -0.094 0.884 1.264
C2 1.204 -1.163 0.750
H4 1.567 0.807 -0.022
S1 -2.191 -0.165 0.116
H5 -0.850 1.838 -0.479
C3 -1.150 1.264 0.335
H6 0.462 1.622 1.747
H7 -2.096 1.905 0.653
N1 1.104 0.168 0.638
H8 1.134 -0.913 -1.792
O2 2.034 -1.967 0.354
H9 0.516 -1.487 -3.034

orbital gap: 0.36140 Ha
LUMO: 0.66 eV
SMILES: O=CNCCS.O
ΔE to the lowest compared entry with this formula, charge and spin: 232.6 kJ/mol

No. 2
A molecular structure, C22H15Cl2FeN4O7, computed with ωB97M-V with the def2-TZVPD basis set.

Atoms and positions in Å:
N1 -0.895 1.419 0.077
C1 3.381 -3.344 -1.170
H1 4.169 -3.975 -1.560
H2 -4.177 -2.175 3.039
C2 -1.261 0.440 -2.070
C3 -2.851 2.077 -1.278
C4 -3.328 -1.823 2.469
H3 2.183 -2.032 1.704
C5 2.295 -2.260 0.652
Cl1 -3.930 0.948 -4.973
C6 3.299 -3.087 0.193
H4 2.540 -0.151 3.750
Cl2 -4.989 2.890 -2.690
H5 2.955 2.871 2.195
O1 -1.904 2.271 2.016
N2 -0.181 -0.324 -1.640
N3 1.402 -1.702 -0.167
N4 -1.176 -0.944 0.992
C7 2.448 -2.780 -2.020
C8 1.901 2.572 2.228
C9 -1.409 -2.249 1.112
O2 3.430 2.145 -1.474
H6 -3.198 2.775 -0.527
C10 0.450 -1.272 -2.349
H7 1.461 3.028 3.124
H8 -2.663 -3.790 1.896
O3 1.083 0.248 2.077
Fe1 0.370 0.012 0.134
C11 1.481 -1.954 -1.481
C12 -3.549 1.952 -2.475
H9 2.450 -2.939 -3.089
C13 -1.699 1.338 -1.081
H10 1.139 3.617 -0.755
O4 2.009 0.798 -0.431
C14 -1.938 0.340 -3.274
H11 2.665 3.924 0.087
C15 -3.086 1.103 -3.469
C16 2.493 1.963 -0.724
C17 -2.488 -2.726 1.836
C18 1.839 1.092 2.532
C19 -3.074 -0.464 2.353
O5 1.156 2.979 1.145
H12 -1.593 -0.335 -4.042
H13 -3.695 0.286 2.821
C20 -1.999 -0.069 1.586
H14 4.007 -3.513 0.890
H15 -0.716 -2.908 0.607
O6 0.274 -1.613 -3.508
C21 -1.622 1.368 1.277
O7 2.675 0.780 3.515
C22 1.866 3.193 -0.063

orbital gap (spin up / spin down): 0.25145 / 0.24765 Ha
LUMO (spin up / spin down): -0.60 / -0.84 eV
spin multiplicity: 2

No. 3
A single C4H8N2S molecule in a non-equilibrium geometry, computed with ωB97M-V with the def2-TZVPD basis set.

Atoms and positions in Å:
C1 1.192 0.159 1.142
H1 -0.140 -2.097 0.141
C2 -0.741 -1.175 0.153
H2 1.866 -0.697 0.834
C3 0.051 0.302 0.079
H3 1.460 0.150 -1.556
H4 0.009 -0.586 -2.064
N1 -0.834 1.272 0.160
C4 0.406 0.166 -1.413
H5 0.197 1.166 -1.944
S1 -2.990 0.024 -0.052
N2 -1.968 -1.177 -0.083
H6 1.756 1.187 1.246
H7 -1.218 1.376 1.081
H8 0.955 -0.071 2.277

orbital gap (spin up / spin down): 0.27985 / 0.27978 Ha
LUMO (spin up / spin down): -1.04 / -1.04 eV
ΔE to the lowest compared entry with this formula, charge and spin: 452.5 kJ/mol

Copy entry 2 word for word.
A molecular structure, C22H15Cl2FeN4O7, computed with ωB97M-V with the def2-TZVPD basis set.

Atoms and positions in Å:
N1 -0.895 1.419 0.077
C1 3.381 -3.344 -1.170
H1 4.169 -3.975 -1.560
H2 -4.177 -2.175 3.039
C2 -1.261 0.440 -2.070
C3 -2.851 2.077 -1.278
C4 -3.328 -1.823 2.469
H3 2.183 -2.032 1.704
C5 2.295 -2.260 0.652
Cl1 -3.930 0.948 -4.973
C6 3.299 -3.087 0.193
H4 2.540 -0.151 3.750
Cl2 -4.989 2.890 -2.690
H5 2.955 2.871 2.195
O1 -1.904 2.271 2.016
N2 -0.181 -0.324 -1.640
N3 1.402 -1.702 -0.167
N4 -1.176 -0.944 0.992
C7 2.448 -2.780 -2.020
C8 1.901 2.572 2.228
C9 -1.409 -2.249 1.112
O2 3.430 2.145 -1.474
H6 -3.198 2.775 -0.527
C10 0.450 -1.272 -2.349
H7 1.461 3.028 3.124
H8 -2.663 -3.790 1.896
O3 1.083 0.248 2.077
Fe1 0.370 0.012 0.134
C11 1.481 -1.954 -1.481
C12 -3.549 1.952 -2.475
H9 2.450 -2.939 -3.089
C13 -1.699 1.338 -1.081
H10 1.139 3.617 -0.755
O4 2.009 0.798 -0.431
C14 -1.938 0.340 -3.274
H11 2.665 3.924 0.087
C15 -3.086 1.103 -3.469
C16 2.493 1.963 -0.724
C17 -2.488 -2.726 1.836
C18 1.839 1.092 2.532
C19 -3.074 -0.464 2.353
O5 1.156 2.979 1.145
H12 -1.593 -0.335 -4.042
H13 -3.695 0.286 2.821
C20 -1.999 -0.069 1.586
H14 4.007 -3.513 0.890
H15 -0.716 -2.908 0.607
O6 0.274 -1.613 -3.508
C21 -1.622 1.368 1.277
O7 2.675 0.780 3.515
C22 1.866 3.193 -0.063

orbital gap (spin up / spin down): 0.25145 / 0.24765 Ha
LUMO (spin up / spin down): -0.60 / -0.84 eV
spin multiplicity: 2